1.
ORCA calculation (ωB97M-V/def2-TZVPD) on C19H25CaN4O7P as an isolated structure in a non-equilibrium geometry.

Output
F_max = 0.0606 hartree/bohr
HOMO (spin up / spin down) = -5.91 / -7.08 eV
DFT total energy = -68116.931 eV
HOMO-LUMO gap (spin up / spin down) = 4.957 / 6.115 eV

Structure (ORCA input):
```
! wB97M-V def2-TZVPD RIJCOSX def2/J DEFGRID3
* xyz 0 1
C -2.222 0.491 -4.426
C -1.961 -0.775 -3.897
C -1.337 -0.917 -2.633
C -0.988 0.247 -1.976
C -1.240 1.518 -2.468
C -1.881 1.637 -3.720
C -1.217 -2.314 -2.047
C -0.246 -3.355 -2.684
N 1.141 -3.016 -2.819
Ca -0.656 0.377 0.390
C -0.865 2.801 -1.702
P 0.607 2.797 -0.613
H -2.294 -1.687 -4.401
H -2.076 2.642 -4.111
H -2.708 0.573 -5.402
H -1.693 3.150 -1.052
H -0.663 3.618 -2.413
H -0.979 -2.295 -0.966
H -2.201 -2.798 -2.163
H -0.272 -4.244 -2.030
C 1.194 4.439 -0.223
C 1.871 1.836 -1.468
H -0.640 -3.655 -3.668
C 1.544 -1.961 -3.696
C 2.036 -3.391 -1.759
H 0.105 2.463 2.203
H 2.089 -2.370 -4.561
H 0.680 -1.388 -4.060
H 2.233 -1.287 -3.162
H 2.588 -4.314 -2.010
H 2.778 -2.598 -1.608
H 1.469 -3.564 -0.829
H 2.510 2.524 -2.049
H 2.508 1.319 -0.724
H 1.428 1.094 -2.141
H 1.566 4.980 -1.100
H 0.374 5.008 0.230
H 2.003 4.350 0.514
H 0.283 2.286 0.713
O -0.905 -2.405 7.275
N -0.363 -1.295 7.087
O 0.127 -0.617 8.011
C -0.307 -0.764 5.748
C -0.872 -1.513 4.722
C -0.873 -0.953 3.443
C -0.568 0.446 3.256
O -1.082 1.204 2.316
C 0.243 1.084 4.235
C 0.307 0.479 5.504
N 0.898 2.317 3.982
O 1.637 2.813 4.812
O 0.776 2.982 2.785
N -1.141 -1.878 2.373
O -1.761 -2.921 2.561
O -0.551 -1.647 1.223
H -1.256 -2.518 4.873
H 0.824 0.965 6.322
*
```

2.
ORCA calculation (ωB97M-V/def2-TZVPD) on a 3-piece molecular cluster, C3H11NO3 overall in a non-equilibrium geometry.

Output
energy above the lowest of the compared OMol25 structures with the same formula, charge and spin = 174.42 kJ/mol
F_max = 0.0628 hartree/bohr
HOMO = -9.40 eV
DFT total energy = -10921.198 eV
HOMO-LUMO gap = 9.890 eV

Structure (ORCA input):
```
! wB97M-V def2-TZVPD RIJCOSX def2/J DEFGRID3
* xyz 0 1
C 1.256 -0.480 0.919
N 2.105 -0.503 -0.303
C 2.558 0.486 -1.068
C 1.894 1.860 -1.157
O 3.482 0.276 -1.853
H 1.189 -1.523 1.260
H 1.661 0.069 1.761
H 0.295 -0.177 0.504
H 2.483 -1.435 -0.345
H 2.477 2.391 -1.897
H 2.032 2.190 -0.106
H 0.894 2.186 -1.462
O -0.098 -3.690 1.328
H -0.850 -3.915 1.868
H -0.468 -3.298 0.534
O -7.220 2.046 0.114
H -6.369 2.042 0.550
H -7.322 1.476 -0.646
*
```

3.
ORCA calculation (ωB97M-V/def2-TZVPD) on the molecule C6H11N in a non-equilibrium geometry.

Output
energy above the lowest of the compared OMol25 structures with the same formula, charge and spin = 398.94 kJ/mol
F_max = 0.0718 hartree/bohr
HOMO = -7.87 eV
DFT total energy = -7886.397 eV
HOMO-LUMO gap = 8.740 eV

Structure (ORCA input):
```
! wB97M-V def2-TZVPD RIJCOSX def2/J DEFGRID3
* xyz 0 1
C -0.611 1.241 1.688
C -1.067 0.849 0.442
C -0.163 0.327 -0.577
C -0.702 -0.650 -1.304
N -2.025 -1.157 -1.351
C 1.357 0.600 -0.417
C 1.802 -0.276 0.802
H 0.344 1.669 1.624
H -1.021 0.948 2.768
H -2.110 0.987 0.011
H -0.199 -1.181 -2.056
H -2.433 -1.120 -2.256
H -2.081 -2.223 -1.103
H 1.379 1.677 -0.230
H 1.707 0.134 -1.328
H 1.408 -0.253 1.848
H 1.575 -1.230 0.564
H 2.840 -0.343 0.876
*
```

4.
ORCA calculation (ωB97M-V/def2-TZVPD) on a 33-piece molecular cluster, C12H90N2O35P overall in a non-equilibrium geometry.

Output
F_max = 0.0688 hartree/bohr
HOMO (spin up / spin down) = -8.24 / -8.24 eV
DFT total energy = -97830.699 eV
HOMO-LUMO gap (spin up / spin down) = 7.886 / 7.039 eV

Structure (ORCA input):
```
! wB97M-V def2-TZVPD RIJCOSX def2/J DEFGRID3
* xyz 0 2
C -2.798 2.589 1.880
C -1.722 3.248 0.778
C -2.240 4.831 0.625
C -0.260 3.215 1.502
C 0.910 2.369 0.744
C 2.395 3.120 0.913
C 2.463 4.604 0.222
C 2.501 5.826 1.336
O 1.682 6.935 0.769
P 1.205 0.594 1.494
N 2.940 0.387 1.947
O 0.340 0.380 2.986
C 0.706 2.137 -0.861
C -0.760 2.558 -1.459
C -0.678 3.997 -2.255
C -1.087 1.429 -2.653
N -1.879 2.428 -0.467
O -3.103 2.489 -1.014
H -2.769 1.412 1.878
H -3.884 2.878 1.479
H -2.630 3.017 2.956
H -1.358 5.598 0.564
H -2.894 4.999 -0.345
H -2.870 5.102 1.586
H 0.077 4.353 1.627
H -0.416 2.842 2.626
H 2.648 3.186 2.058
H 3.177 2.445 0.315
H 3.490 4.666 -0.376
H 1.619 4.803 -0.574
H 3.592 6.275 1.489
H 2.020 5.505 2.364
H 0.773 6.519 0.653
H 3.533 0.430 1.066
H 3.247 1.102 2.641
H 0.347 -0.580 3.288
H 1.515 2.672 -1.546
H 0.837 0.974 -1.100
H -0.408 4.907 -1.570
H 0.147 3.917 -3.100
H -1.706 4.192 -2.828
H -1.894 1.817 -3.412
H -1.459 0.452 -2.080
H -0.039 1.193 -3.155
O 4.213 6.111 -2.197
H 3.635 6.678 -1.664
H 4.348 6.615 -3.013
O -2.643 -1.917 -1.349
H -3.392 -2.107 -1.934
H -2.967 -1.204 -0.778
O -3.197 -3.767 1.454
H -4.082 -4.131 1.301
H -3.021 -3.240 0.660
O -5.233 3.400 3.550
H -4.913 3.620 4.437
H -5.946 2.763 3.710
O -2.503 -1.276 -3.959
H -2.083 -1.435 -3.100
H -1.773 -0.993 -4.529
O -5.587 -6.191 0.901
H -5.487 -6.890 1.565
H -5.217 -6.580 0.094
O -5.244 0.772 -0.156
H -6.136 1.149 -0.166
H -4.704 1.436 -0.610
O -3.150 -7.833 -0.072
H -2.966 -8.783 -0.017
H -2.276 -7.421 -0.001
O 4.960 3.388 -3.160
H 4.211 3.198 -3.745
H 4.636 4.101 -2.589
O -1.293 -9.103 1.693
H -2.248 -9.058 1.852
H -0.938 -8.343 2.177
O 5.145 1.888 0.363
H 5.582 2.540 0.931
H 5.686 1.877 -0.440
O 0.327 -8.366 3.769
H 0.510 -9.316 3.823
H 1.201 -7.955 3.840
O -2.315 -5.340 3.991
H -2.893 -4.773 4.523
H -2.180 -4.836 3.175
O -5.815 -0.565 -2.836
H -5.378 0.088 -2.268
H -5.274 -0.576 -3.639
O -6.729 0.695 3.805
H -6.629 -0.004 4.468
H -6.359 0.306 2.998
O 1.451 -11.247 3.513
H 1.551 -11.946 4.176
H 1.821 -11.636 2.706
O 6.254 0.404 -1.984
H 5.369 0.040 -2.136
H 6.430 0.931 -2.778
O -0.716 -3.156 5.143
H -0.604 -3.183 6.105
H -0.639 -4.083 4.873
O 6.701 -1.604 0.749
H 6.123 -1.037 1.281
H 6.836 -1.101 -0.068
O -5.798 3.027 -2.311
H -4.864 3.149 -2.080
H -5.815 3.122 -3.275
O 0.984 2.453 5.509
H 0.255 2.424 6.147
H 0.978 1.572 5.106
O 9.175 -0.397 -2.604
H 8.220 -0.352 -2.445
H 9.530 0.364 -2.120
O 9.030 0.897 0.489
H 8.394 0.675 -0.208
H 9.222 0.046 0.911
O -7.922 2.831 0.087
H -7.485 3.483 0.655
H -7.381 2.820 -0.717
O -1.535 -7.500 6.018
H -1.292 -7.715 5.106
H -2.491 -7.655 6.049
O 3.021 2.755 -5.752
H 2.136 2.390 -5.904
H 3.197 3.281 -6.546
O 8.170 -2.980 -4.006
H 7.215 -2.935 -3.847
H 8.524 -2.219 -3.522
O -2.229 -11.009 -0.457
H -1.792 -10.357 0.111
H -1.688 -11.020 -1.261
O -2.681 -4.268 -4.839
H -3.636 -4.223 -4.679
H -2.326 -3.507 -4.354
O 4.342 8.891 -4.089
H 4.779 9.544 -3.521
H 4.883 8.880 -4.893
O 4.176 8.243 -0.083
H 3.412 7.933 0.425
H 4.929 8.087 0.507
O -5.293 -6.154 -4.964
H -5.193 -6.853 -4.301
H -4.923 -6.543 -5.771
*
```

5.
ORCA calculation (ωB97M-V/def2-TZVPD) on a 2-piece molecular cluster, C4H12NOS overall in a non-equilibrium geometry.

Output
energy above the lowest of the compared OMol25 structures with the same formula, charge and spin = 80.56 kJ/mol
F_max = 0.0255 hartree/bohr
HOMO = -13.22 eV
DFT total energy = -18708.232 eV
HOMO-LUMO gap = 10.009 eV

Structure (ORCA input):
```
! wB97M-V def2-TZVPD RIJCOSX def2/J DEFGRID3
* xyz 1 1
C 1.759 -1.691 -0.399
S 0.033 -1.895 0.104
C -0.753 -1.933 -1.575
H 1.897 -0.967 -1.261
H 2.198 -2.662 -0.689
H 2.256 -1.317 0.519
H -1.770 -2.303 -1.431
H -0.779 -0.886 -1.915
H -0.125 -2.612 -2.170
O -0.837 2.427 2.602
C -1.349 2.468 1.529
C -0.774 1.694 0.312
N 0.423 0.955 0.792
H -2.242 3.073 1.309
H -1.571 1.000 -0.041
H -0.535 2.423 -0.489
H 1.269 1.184 0.268
H 0.626 1.134 1.794
H 0.278 -0.092 0.742
*
```

6.
ORCA calculation (ωB97M-V/def2-TZVPD) on the molecule C4H5NO.

Output
energy above the lowest of the compared OMol25 structures with the same formula, charge and spin = 23.56 kJ/mol
F_max = 0.0067 hartree/bohr
HOMO = -9.18 eV
DFT total energy = -7766.282 eV
HOMO-LUMO gap = 10.236 eV

Structure (ORCA input):
```
! wB97M-V def2-TZVPD RIJCOSX def2/J DEFGRID3
* xyz 0 1
C -0.522 1.191 1.322
C -0.201 0.214 0.246
N -0.975 -0.244 -0.684
C -0.153 -1.064 -1.444
C 1.089 -1.061 -0.916
O 1.072 -0.241 0.175
H 0.144 1.055 2.177
H -1.559 1.062 1.639
H -0.403 2.215 0.951
H -0.521 -1.589 -2.313
H 2.028 -1.537 -1.152
*
```

Q: DFT total energy of number 1 (C19H25CaN4O7P)?
A: -68116.931 eV